# C35H88F6NO37S13

A 12-piece molecular cluster, C35H88F6NO37S13 overall in a non-equilibrium geometry (the ωB97M-V functional and the def2-TZVPD basis, the Open Molecules 2025 dataset).

Each line ends with the Mulliken charge.
CARTESIAN COORDINATES (ANGSTROEM)
1 C -0.521 1.946 1.473  -0.37
2 F -0.611 3.245 1.180  0.01
3 F -0.027 1.793 2.726  0.09
4 F -1.744 1.403 1.428  -0.03
5 S 0.632 1.083 0.301  0.37
6 O 0.471 1.714 -0.976  -0.14
7 O 1.936 1.253 0.888  -0.56
8 N 0.049 -0.422 0.501  -0.10
9 S -0.239 -0.995 -0.946  0.65
10 O -1.391 -0.369 -1.506  -0.10
11 O 0.934 -0.981 -1.769  -0.17
12 C -0.698 -2.756 -0.671  -0.36
13 F -0.628 -3.415 -1.820  -0.09
14 F 0.156 -3.320 0.186  0.12
15 F -1.934 -2.832 -0.179  -0.09
16 O -1.104 -3.635 3.181  -0.56
17 S -2.302 -2.895 3.374  1.52
18 O -3.513 -3.387 2.830  -0.84
19 O -2.560 -2.703 4.906  -0.47
20 C -1.499 -2.274 5.804  0.24
21 C -0.381 -3.308 5.984  -0.93
22 C -2.062 -1.245 2.822  0.24
23 H -2.023 -2.234 6.756  0.28
24 H -1.103 -1.309 5.505  -0.14
25 H -0.798 -4.310 5.883  0.36
26 H 0.055 -3.184 6.974  0.45
27 H 0.384 -3.212 5.218  -0.06
28 H -2.150 -1.228 1.741  -0.60
29 H -1.164 -0.786 3.218  -0.32
30 H -2.946 -0.725 3.201  0.63
31 O -2.634 4.126 7.343  -0.66
32 S -1.939 3.402 6.334  1.15
33 O -2.399 3.370 4.982  -0.49
34 O -0.443 3.917 6.374  -0.45
35 C 0.328 3.768 5.165  1.51
36 C 1.663 4.432 5.395  -1.54
37 C -1.706 1.724 6.855  -0.63
38 H -0.208 4.200 4.321  -0.29
39 H 0.487 2.711 4.927  -0.35
40 H 2.140 3.997 6.275  0.40
41 H 1.548 5.508 5.504  0.39
42 H 2.328 4.213 4.558  0.28
43 H -1.167 1.269 6.023  -0.12
44 H -2.689 1.272 6.961  0.42
45 H -1.120 1.661 7.764  0.40
46 O 1.369 -0.162 5.304  -0.47
47 S 2.766 -0.273 4.983  0.99
48 O 3.719 -0.317 6.030  -0.72
49 O 2.988 -1.572 4.126  -0.45
50 C 2.269 -1.754 2.892  1.37
51 C 3.232 -1.945 1.751  0.01
52 C 3.152 1.027 3.846  -0.56
53 H 1.608 -0.900 2.695  -0.67
54 H 1.506 -2.537 2.936  -0.01
55 H 3.844 -2.845 1.840  0.00
56 H 3.889 -1.080 1.643  0.07
57 H 2.702 -2.039 0.807  -0.42
58 H 3.529 1.835 4.465  0.62
59 H 2.249 1.263 3.301  -0.10
60 H 3.907 0.648 3.163  0.33
61 O 6.451 1.555 -0.410  -0.59
62 S 6.144 2.895 -0.022  1.17
63 O 7.169 3.863 0.101  -0.65
64 O 5.091 3.482 -1.048  -0.47
65 C 3.958 2.641 -1.318  1.18
66 C 3.275 3.216 -2.540  -1.09
67 C 5.196 2.885 1.491  -0.69
68 H 3.250 2.618 -0.488  -0.27
69 H 4.234 1.601 -1.502  -0.12
70 H 2.446 2.619 -2.921  -0.04
71 H 3.982 3.316 -3.363  0.46
72 H 2.827 4.177 -2.278  0.32
73 H 4.680 3.841 1.493  0.40
74 H 5.942 2.784 2.273  0.53
75 H 4.494 2.055 1.464  -0.11
76 O -2.837 -2.603 -4.520  -0.53
77 S -1.993 -2.813 -5.647  1.27
78 O -1.048 -1.852 -6.074  -0.58
79 O -1.148 -4.134 -5.412  -0.33
80 C -1.805 -5.189 -4.668  0.32
81 C -0.902 -6.393 -4.707  -1.23
82 C -2.999 -3.344 -7.019  -1.20
83 H -2.797 -5.366 -5.090  0.46
84 H -1.981 -4.857 -3.643  -0.16
85 H 0.093 -6.171 -4.331  0.13
86 H -0.818 -6.766 -5.729  0.39
87 H -1.341 -7.193 -4.108  0.39
88 H -3.886 -3.829 -6.629  0.35
89 H -2.335 -3.912 -7.661  0.36
90 H -3.302 -2.439 -7.546  0.43
91 O 4.589 -3.572 -0.780  -0.52
92 S 5.019 -3.001 -2.007  1.25
93 O 6.291 -3.296 -2.532  -0.73
94 O 3.981 -3.384 -3.125  -0.54
95 C 2.594 -3.458 -2.719  1.09
96 C 2.113 -4.869 -2.946  -1.38
97 C 4.808 -1.261 -1.928  -0.52
98 H 2.048 -2.792 -3.383  0.07
99 H 2.439 -3.166 -1.684  -0.17
100 H 2.704 -5.614 -2.418  0.19
101 H 2.123 -5.049 -4.026  0.49
102 H 1.061 -4.986 -2.677  0.10
103 H 5.204 -0.855 -2.856  0.43
104 H 5.360 -0.859 -1.082  0.35
105 H 3.742 -1.040 -1.851  -0.17
106 O -6.811 -3.876 0.899  -0.66
107 S -6.173 -4.007 -0.367  1.25
108 O -6.796 -4.641 -1.477  -0.67
109 O -5.814 -2.555 -0.881  -0.28
110 C -5.153 -1.674 0.044  0.27
111 C -4.598 -0.511 -0.754  -0.95
112 C -4.586 -4.748 -0.099  -0.19
113 H -4.292 -2.130 0.539  -0.24
114 H -5.871 -1.328 0.782  0.33
115 H -5.418 0.135 -1.092  0.55
116 H -3.991 -0.746 -1.625  0.05
117 H -4.013 0.173 -0.131  0.19
118 H -4.094 -4.245 0.728  -0.11
119 H -4.042 -4.670 -1.037  0.02
120 H -4.778 -5.785 0.168  0.51
121 O -1.063 5.123 -5.946  -0.64
122 S -0.396 3.988 -6.468  1.32
123 O 0.889 4.117 -7.073  -0.68
124 O -0.341 2.930 -5.313  -0.04
125 C 0.389 1.701 -5.591  -0.83
126 C 0.267 0.838 -4.361  0.47
127 C -1.480 3.242 -7.639  -1.04
128 H 1.421 1.911 -5.872  0.36
129 H -0.075 1.214 -6.452  0.47
130 H 1.054 0.087 -4.338  0.47
131 H -0.735 0.420 -4.297  -0.21
132 H 0.412 1.399 -3.435  -0.78
133 H -2.440 3.076 -7.154  0.25
134 H -1.085 2.303 -8.012  0.37
135 H -1.603 3.969 -8.438  0.43
136 O -0.869 9.647 1.846  -0.63
137 S -1.890 9.033 1.075  1.16
138 O -1.657 8.595 -0.250  -0.58
139 O -2.429 7.816 1.924  -0.34
140 C -2.725 6.549 1.259  0.38
141 C -2.618 5.520 2.385  -0.94
142 C -3.292 10.093 1.045  -0.99
143 H -2.021 6.361 0.460  -0.28
144 H -3.752 6.539 0.895  0.37
145 H -1.583 5.609 2.727  0.20
146 H -2.646 4.504 1.986  0.09
147 H -3.381 5.601 3.148  0.49
148 H -2.937 11.110 0.878  0.36
149 H -3.783 10.142 2.016  0.33
150 H -3.994 9.783 0.278  0.32
151 O 5.201 -7.822 3.764  -0.64
152 S 4.960 -6.664 2.966  1.19
153 O 5.823 -6.296 1.891  -0.60
154 O 3.475 -6.832 2.407  -0.36
155 C 3.144 -6.167 1.166  0.20
156 C 1.645 -6.008 1.107  -0.69
157 C 4.709 -5.291 4.065  -0.45
158 H 3.512 -6.768 0.331  0.26
159 H 3.650 -5.208 1.029  0.08
160 H 1.078 -6.933 1.047  0.47
161 H 1.409 -5.435 0.202  -0.13
162 H 1.276 -5.361 1.906  0.15
163 H 4.050 -5.626 4.856  0.34
164 H 4.271 -4.507 3.455  -0.16
165 H 5.713 -5.058 4.411  0.41
166 O -3.378 5.772 -1.998  -0.71
167 S -2.758 4.517 -1.771  1.20
168 O -3.074 3.735 -0.622  -0.57
169 O -3.052 3.666 -3.080  -0.54
170 C -2.827 2.242 -2.993  1.25
171 C -3.430 1.460 -4.139  -1.12
172 C -1.016 4.683 -1.919  0.01
173 H -3.175 1.876 -2.029  0.29
174 H -1.742 2.097 -2.997  -0.65
175 H -3.174 0.403 -4.154  0.14
176 H -3.241 1.939 -5.098  -0.11
177 H -4.516 1.476 -3.976  0.52
178 H -0.756 5.087 -2.892  0.34
179 H -0.552 3.725 -1.691  -0.54
180 H -0.689 5.370 -1.136  0.39

Calculated values
Kohn-Sham gap (eV): 9.9
LUMO (eV): 1.31
Largest force on an atom (Eh/bohr): 0.0336
Energy relative to the best compared isomer or geometry (same formula, charge and spin) (eV): 0.000
Charge: -1

***

# C4H11N2

A 2-piece molecular cluster, C4H11N2 overall in a non-equilibrium geometry (the ωB97M-V functional and the def2-TZVPD basis, the Open Molecules 2025 dataset).

Each line ends with the Mulliken charge.
CARTESIAN COORDINATES (ANGSTROEM)
1 C -0.852 0.268 2.136  -0.74
2 C 1.130 1.518 1.558  -0.07
3 N 0.494 0.411 1.557  -0.01
4 H -0.941 -0.742 2.534  0.30
5 H -1.580 0.317 1.325  0.31
6 H -0.997 1.040 2.882  0.35
7 H 0.715 2.374 2.073  0.28
8 H 2.077 1.524 1.031  0.28
9 H 0.705 -0.242 0.792  0.29
10 C 0.769 -0.277 -2.202  -0.55
11 C -1.367 -1.027 -1.680  -0.31
12 N -0.130 -1.110 -1.411  -0.40
13 H 1.474 0.239 -1.539  0.10
14 H 0.228 0.458 -2.812  0.33
15 H 1.377 -0.921 -2.834  0.26
16 H -1.974 -1.865 -1.341  0.31
17 H -1.822 -0.207 -2.241  0.27

Calculated values
Kohn-Sham gap (eV): 8.0
LUMO (eV): -5.34
Largest force on an atom (Eh/bohr): 0.0358
Energy relative to the best compared isomer or geometry (same formula, charge and spin) (eV): 2.930
Charge: +1

***

# C5H16N

A 2-piece molecular cluster, C5H16N overall (the ωB97M-V functional and the def2-TZVPD basis, the Open Molecules 2025 dataset).

Each line ends with the Mulliken charge.
CARTESIAN COORDINATES (ANGSTROEM)
1 C 0.557 -1.929 -0.610  -1.04
2 C 0.905 -0.812 -1.590  -0.30
3 C 2.096 0.025 -1.123  -1.03
4 H 1.125 -2.843 -0.786  0.38
5 H -0.487 -2.243 -0.618  0.28
6 H 0.818 -1.663 0.423  0.29
7 H 0.048 -0.155 -1.792  0.21
8 H 1.151 -1.218 -2.571  0.36
9 H 2.334 0.836 -1.808  0.31
10 H 1.932 0.455 -0.124  0.30
11 H 2.980 -0.600 -1.004  0.36
12 C -1.888 1.528 0.157  -0.84
13 N -1.081 0.442 0.771  0.08
14 C -0.709 0.693 2.203  -0.86
15 H -2.123 1.258 -0.864  0.35
16 H -2.809 1.688 0.709  0.39
17 H -1.282 2.431 0.156  0.37
18 H -0.226 0.347 0.223  -0.16
19 H -1.559 -0.459 0.703  0.44
20 H -0.080 1.577 2.204  0.38
21 H -0.093 -0.136 2.545  0.32
22 H -1.612 0.778 2.796  0.40

Calculated values
Kohn-Sham gap (eV): 12.1
LUMO (eV): -3.20
Largest force on an atom (Eh/bohr): 0.0127
Energy relative to the best compared isomer or geometry (same formula, charge and spin) (eV): 0.102
Charge: +1

***

Q: What is the energy relative to the best compared isomer or geometry (same formula, charge and spin) in the first record?
A: 0.000 eV

***

Q: What is the largest force on an atom in the third record?
A: 0.0127 Eh/bohr

***

Q: Which of these has the lowest Kohn-Sham gap?
A: C4H11N2

***

Q: Which of these has the lowest Kohn-Sham gap?
A: C4H11N2